The following is a DFT calculation (ωB97M-V/def2-TZVPD) of 14 unconnected molecules or ions with the total composition C6H39NO14 at a distorted geometry.

Structure (ORCA input):
```
! RIJCOSX wB97M-V def2-TZVPD def2/J DEFGRID3
* xyz 0 1
C -0.89 -1.58 -0.58
C -0.07 -1.60 0.67
N -0.59 -1.46 1.90
C -2.03 -1.29 2.06
C -2.55 0.11 1.79
C 0.30 -1.09 3.03
C 0.64 0.39 3.02
O 1.13 -1.94 0.55
H -1.87 -1.20 -0.32
H -1.02 -2.56 -1.01
H -0.42 -0.97 -1.34
H -2.62 -2.07 1.57
H -2.29 -1.55 3.08
H -3.61 0.24 2.03
H -2.17 0.78 2.55
H -2.29 0.58 0.85
H -0.28 -1.40 3.90
H 1.16 -1.75 2.93
H 0.56 0.83 2.03
H -0.09 0.93 3.61
H 1.64 0.60 3.39
H 3.09 3.00 1.30
H 3.84 1.60 0.95
O 3.15 2.03 1.47
H 0.15 -4.63 -0.81
H 0.09 -5.35 0.53
O -0.47 -4.95 -0.14
H -1.60 3.47 1.01
H -2.26 2.95 2.29
O -2.47 3.23 1.40
H 1.39 -2.56 -1.02
H 2.76 -2.88 -1.64
O 1.82 -3.09 -1.73
H 2.96 3.06 -2.56
H 1.79 2.29 -2.13
O 2.41 2.97 -1.78
H -4.10 -3.90 -1.11
H -2.54 -4.06 -1.01
O -3.26 -3.58 -1.44
H -1.31 1.00 -3.49
H -1.94 -0.09 -2.69
O -1.25 0.61 -2.60
H -4.25 -0.71 -2.24
H -3.35 -1.98 -2.30
O -3.42 -1.05 -2.58
H -0.01 4.62 0.02
H 0.56 3.21 0.12
O 0.09 3.90 0.65
H -0.38 1.37 -0.76
H 1.20 1.15 -1.03
O 0.52 1.58 -0.50
H 0.64 0.40 -2.94
H 1.93 -0.04 -2.22
O 1.59 0.59 -2.90
H 2.21 4.17 -0.20
H 1.67 4.83 1.34
O 2.28 4.41 0.73
H 2.10 -0.54 0.13
H 2.38 1.00 -0.05
O 2.54 0.13 -0.44
*
```

E_tot = -37010.550 eV
E_LUMO = 0.005 hartree
ΔE to the lowest compared entry with this formula, charge and spin = 3.046 eV
E_HOMO = -9.7 eV

Results of the natural (NBO) charge analysis, in e, for atoms 1 through 4: atom 1 (C): -0.73, atom 2 (C): 0.73, atom 3 (N): -0.41, atom 4 (C): -0.23